Density functional theory data (ωB97M-V/def2-TZVPD) for C31H48BrN13O5S as an isolated structure.

```
99
Properties=species:S:1:pos:R:3:forces:R:3:lowdin_charge:R:1
C 0.350 -0.873 -0.252 -0.134 0.044 0.538 0.01
C -1.101 -1.225 -0.282 -0.244 0.173 0.291 -0.53
O -2.005 -0.444 -0.456 0.020 0.001 -0.141 0.10
O -1.309 -2.542 -0.089 0.193 0.010 -0.564 -0.01
C -2.589 -3.038 -0.523 -0.166 -0.500 0.198 -0.14
C -3.577 -3.116 0.640 0.257 0.096 -0.036 -0.13
C -4.753 -2.186 0.514 -0.163 0.036 0.639 -0.24
O -5.525 -2.559 -0.653 -0.067 0.227 0.019 -0.34
S -6.670 -1.618 -1.272 0.059 -0.295 0.075 0.85
O -6.099 -0.913 -2.388 0.034 0.124 -0.124 -0.44
O -6.861 -0.522 -0.038 -0.053 0.081 -0.100 -0.90
Br -5.969 1.071 -0.194 0.013 -0.064 0.099 0.79
H 0.798 -1.127 -1.209 0.054 -0.028 0.088 0.05
H 0.857 -1.414 0.546 0.053 -0.159 -0.145 0.07
H 0.463 0.188 -0.041 -0.020 0.049 -0.213 0.09
H -2.973 -2.439 -1.346 0.029 0.141 0.076 0.13
H -2.389 -4.039 -0.902 0.084 0.019 0.004 0.12
H -3.039 -2.824 1.545 -0.033 0.006 0.034 0.13
H -3.902 -4.144 0.803 -0.167 0.024 -0.138 0.10
H -4.428 -1.148 0.473 0.131 -0.039 -0.371 0.07
H -5.396 -2.293 1.388 -0.067 -0.047 -0.054 0.09
C 1.974 1.862 -3.010 0.045 -0.060 0.177 -0.08
C 2.371 0.503 -2.672 0.019 -0.063 -0.098 -0.26
N 2.667 -0.573 -2.406 0.177 -0.027 -0.053 0.14
H 2.829 2.528 -2.916 -0.040 0.039 -0.047 0.03
H 1.589 1.904 -4.024 0.015 -0.008 -0.018 0.05
H 1.194 2.191 -2.324 -0.028 0.030 -0.038 0.08
C 4.287 -3.049 0.138 -0.061 0.024 0.035 -0.08
C 3.899 -1.855 0.877 -0.039 0.078 -0.043 -0.28
N 3.591 -0.913 1.455 0.053 0.011 0.071 0.14
H 4.569 -3.834 0.839 0.004 -0.018 -0.030 0.08
H 3.456 -3.391 -0.475 0.014 0.016 -0.034 0.08
H 5.124 -2.827 -0.518 -0.015 0.013 -0.034 0.06
C -0.437 2.930 -6.864 -0.014 -0.005 -0.027 -0.06
C 0.085 3.660 -5.716 -0.013 -0.034 0.069 -0.28
N 0.495 4.209 -4.795 0.005 0.126 -0.094 0.15
H -1.234 3.502 -7.337 -0.001 -0.011 -0.007 0.08
H 0.358 2.757 -7.586 -0.007 -0.001 -0.004 0.08
H -0.838 1.972 -6.538 -0.003 0.001 -0.001 0.09
C 3.159 6.927 -2.947 0.091 -0.054 -0.041 -0.07
C 3.612 5.552 -2.789 -0.091 0.037 0.265 -0.26
N 3.945 4.470 -2.600 0.120 -0.014 -0.036 0.13
H 4.007 7.605 -2.866 -0.017 0.018 -0.013 0.09
H 2.691 7.055 -3.916 -0.019 0.028 0.004 0.04
H 2.432 7.169 -2.173 -0.020 0.001 -0.016 0.07
C 3.214 -1.023 4.809 -0.012 0.006 0.004 -0.09
C 3.257 -1.783 6.051 -0.007 -0.017 0.022 -0.29
N 3.290 -2.387 7.026 0.010 -0.009 0.015 0.12
H 3.653 -1.598 3.997 -0.008 0.019 -0.019 0.05
H 2.185 -0.785 4.549 0.008 0.020 -0.017 0.08
H 3.771 -0.095 4.923 -0.014 0.013 -0.010 0.08
C -6.452 -0.690 4.455 -0.007 0.069 0.010 -0.06
C -6.621 -2.043 3.945 -0.010 -0.008 -0.055 -0.28
N -6.754 -3.098 3.517 0.008 -0.074 0.001 0.14
H -7.046 -0.001 3.856 0.009 0.014 0.008 0.08
H -6.777 -0.636 5.492 0.005 0.000 -0.001 0.08
H -5.404 -0.400 4.393 -0.001 0.004 0.006 0.08
C -3.785 -7.882 1.430 0.053 0.005 0.021 -0.08
C -3.967 -7.162 0.176 -0.017 -0.001 -0.026 -0.28
N -4.124 -6.605 -0.815 0.022 0.040 -0.006 0.14
H -4.416 -7.455 2.207 0.011 -0.004 0.013 0.06
H -4.054 -8.928 1.293 0.005 -0.007 0.035 0.08
H -2.744 -7.827 1.745 0.002 0.009 -0.010 0.08
C -7.647 -9.041 1.627 -0.034 0.010 -0.014 -0.06
C -6.859 -8.767 2.822 -0.030 0.017 0.027 -0.29
N -6.232 -8.542 3.757 0.026 -0.032 0.002 0.14
H -6.989 -9.298 0.798 -0.006 0.003 -0.005 0.08
H -8.326 -9.870 1.815 -0.003 0.001 -0.012 0.08
H -8.225 -8.158 1.359 -0.001 -0.002 -0.005 0.09
C 0.246 7.764 -6.850 -0.041 -0.007 -0.027 -0.06
C 0.862 8.371 -5.678 0.000 -0.036 0.061 -0.26
N 1.348 8.823 -4.743 -0.016 0.111 -0.082 0.15
H -0.593 8.371 -7.184 -0.001 -0.007 -0.007 0.08
H 0.975 7.689 -7.655 -0.006 -0.001 -0.004 0.08
H -0.110 6.768 -6.592 0.005 -0.003 0.004 0.06
C 2.158 5.098 0.834 0.039 -0.065 0.018 -0.07
C 1.446 6.339 0.560 0.007 -0.008 -0.044 -0.28
N 0.887 7.314 0.326 0.016 0.029 -0.001 0.13
H 1.462 4.261 0.806 0.009 -0.011 0.033 0.08
H 2.935 4.945 0.085 -0.019 -0.008 -0.015 0.06
H 2.613 5.141 1.823 -0.016 0.006 0.000 0.05
C 1.561 5.444 5.255 0.014 0.066 0.039 -0.07
C 1.270 4.265 4.453 0.024 -0.013 -0.036 -0.29
N 1.060 3.340 3.806 0.022 -0.036 -0.050 0.13
H 0.976 6.290 4.899 -0.012 -0.012 -0.004 0.08
H 1.319 5.256 6.299 -0.004 -0.007 -0.005 0.08
H 2.621 5.677 5.164 0.029 0.015 0.014 0.04
C 7.938 -5.396 -1.796 0.028 -0.013 -0.005 -0.07
C 6.637 -4.872 -2.191 -0.031 0.003 -0.034 -0.27
N 5.612 -4.459 -2.501 0.030 -0.033 0.023 0.14
H 8.718 -4.945 -2.407 0.005 -0.005 0.004 0.08
H 8.129 -5.165 -0.749 0.007 -0.004 -0.002 0.08
H 7.958 -6.475 -1.931 0.008 0.000 0.003 0.08
C 5.097 3.023 2.367 -0.029 -0.010 -0.027 -0.06
C 4.882 4.155 3.259 0.006 -0.005 0.047 -0.27
N 4.714 5.042 3.967 -0.052 -0.002 -0.041 0.14
H 5.466 2.171 2.934 -0.009 -0.013 -0.013 0.08
H 4.158 2.744 1.889 -0.002 -0.033 0.015 0.08
H 5.825 3.286 1.602 -0.004 -0.001 -0.007 0.09
```
Forces are in eV/Å.

orbital gap	9.38	eV
LUMO	-0.5126	eV

Density functional theory data (ωB97M-V/def2-TZVPD) for H29O15 as an isolated structure.

```
44
Properties=species:S:1:pos:R:3:forces:R:3:nbo_charge:R:1
O -0.263 2.404 2.426 0.941 1.626 0.127 -0.95
H 0.014 2.289 1.524 0.251 -0.241 -0.615 0.48
H -1.167 -2.663 2.486 -0.040 -0.072 -0.681 0.44
O 2.081 1.177 -1.017 -0.026 -2.935 -2.142 -0.98
H 2.264 0.251 -1.540 -1.152 3.450 2.175 0.51
H -2.369 3.047 -0.139 -1.007 1.021 0.447 0.47
O -1.439 -2.827 1.565 0.521 1.071 -0.729 -1.12
H -1.673 -0.220 1.879 1.264 -0.651 -1.638 0.44
H 2.082 -0.473 -5.057 1.212 -0.008 0.161 0.46
O -3.006 -1.954 -0.731 -1.996 9.059 2.208 -0.93
H -2.569 -0.087 3.429 1.855 0.166 -1.640 0.45
H -2.876 -2.742 -1.008 1.852 -8.357 -2.547 0.45
O -0.857 2.695 -3.445 -0.753 -0.045 -3.163 -0.94
H -1.198 2.104 -2.802 -0.210 -1.039 1.531 0.48
H -1.510 -0.015 -1.108 1.285 1.843 -0.998 0.50
O 1.336 -1.093 0.215 2.334 -0.910 0.093 -1.01
H 0.918 -4.195 0.920 -0.611 0.279 0.055 0.50
H 0.480 -0.928 0.609 -0.370 0.119 1.232 0.50
O -0.978 -0.447 1.196 -1.579 0.670 0.463 -1.19
H -1.299 2.319 -4.275 1.069 1.064 1.621 0.45
H 1.124 1.380 -1.133 1.147 -0.304 -0.318 0.50
O 4.130 2.783 -1.129 2.893 -1.071 -2.338 -0.97
H 4.746 2.304 -1.823 -1.787 1.651 2.166 0.44
H -0.818 1.675 2.589 -1.092 -1.398 0.113 0.47
O -3.236 -0.278 4.025 -1.888 1.949 2.021 -0.93
H -3.375 -1.190 4.068 -0.068 -2.176 -0.238 0.47
H -1.196 -1.719 1.046 -0.260 -1.444 2.719 0.48
O 1.171 -5.118 0.903 -0.653 -1.490 0.184 -0.97
H -2.253 -1.600 -0.250 -0.149 -0.621 0.261 0.48
O 2.471 -2.720 -2.642 6.639 -7.727 -9.157 -0.92
H 1.983 -2.292 -2.146 -7.768 6.487 7.729 0.45
H 0.355 -5.663 1.062 1.129 1.325 -0.223 0.47
O 0.587 2.241 5.025 1.012 0.962 -1.882 -0.94
H 0.891 2.650 4.162 -0.022 0.753 1.662 0.48
H 0.286 1.532 4.472 -0.906 -1.718 0.550 0.45
O -0.748 0.625 -1.363 -2.080 -1.892 0.619 -1.01
H -0.179 0.281 -0.661 0.398 0.262 0.234 0.50
H 3.415 2.140 -1.055 -0.686 -0.103 0.127 0.49
O 1.440 -1.158 -4.903 3.214 -2.019 0.532 -0.92
H 2.035 -1.127 0.928 -1.592 0.204 -1.153 0.48
H 1.898 -3.157 -3.350 1.232 1.262 1.668 0.47
O -2.568 3.983 0.144 -1.332 -2.678 -0.580 -0.93
H 0.721 -0.661 -5.081 -4.546 2.066 -0.760 0.45
H -1.694 4.269 0.089 2.324 1.610 0.103 0.46
```
Forces are in eV/Å.

orbital gap	8.81	eV
net charge	-1
ΔE to the lowest compared entry with this formula, charge and spin	102.7	kcal/mol
LUMO	2.2063	eV

Density functional theory data (ωB97M-V/def2-TZVPD) for C6H4Cl4F30N2O8P3S4V2 as an isolated structure.

```
63
Properties=species:S:1:pos:R:3:forces:R:3:nbo_charge:R:1
V 0.156 1.045 3.265 -1.661 -1.580 -0.524 1.62
V 1.313 -0.979 -2.006 0.800 0.117 0.270 1.46
P -0.026 0.433 0.176 -2.359 0.299 -1.534 2.60
F 1.494 -0.045 -0.004 1.536 -0.888 0.081 -0.56
F 0.510 1.633 1.044 0.681 2.113 0.569 -0.58
F 0.203 1.114 -1.254 -0.524 1.275 -0.018 -0.56
F -1.533 1.086 0.266 1.939 -1.739 -0.001 -0.54
F -0.458 -0.923 -0.680 -1.014 0.207 0.937 -0.56
F -0.119 -0.385 1.565 -0.643 -0.054 0.254 -0.56
P 3.191 -2.998 -0.503 3.538 -2.256 3.834 2.58
F 3.075 -4.051 0.738 -0.641 -0.186 -1.846 -0.56
F 4.807 -3.320 -0.652 -1.473 -0.182 -1.211 -0.57
F 2.798 -4.102 -1.649 0.139 0.902 0.950 -0.57
F 3.256 -1.853 -1.677 0.020 0.919 -0.897 -0.58
F 1.625 -2.551 -0.360 -0.520 -0.357 -0.060 -0.58
F 3.692 -1.966 0.658 -1.026 0.891 -1.843 -0.56
P 2.482 -0.847 3.746 3.894 -6.161 -0.943 2.58
F 2.239 0.585 3.011 -0.371 1.341 -0.400 -0.58
F 4.006 -0.970 3.167 -0.795 1.725 1.208 -0.56
F 2.884 -0.117 5.126 -0.334 0.184 -0.951 -0.56
F 2.668 -2.313 4.424 -0.457 1.056 1.168 -0.57
F 0.889 -0.797 4.166 -1.079 1.052 0.346 -0.58
F 2.080 -1.718 2.433 -1.395 1.831 0.206 -0.57
C 0.992 0.133 -6.079 1.200 1.162 -0.497 0.81
F 0.481 -1.068 -6.181 0.062 -0.360 0.354 -0.29
F 2.309 0.119 -6.368 -1.002 -0.473 0.562 -0.30
F 0.416 0.914 -6.982 -0.286 0.176 0.455 -0.30
S 0.679 0.821 -4.281 -1.416 -0.801 2.274 2.09
O 0.168 2.177 -4.274 1.139 -1.597 -0.700 -0.83
O -0.229 -0.166 -3.652 0.937 -0.191 -0.926 -0.96
N 2.076 0.455 -3.338 -1.671 1.403 -2.719 -1.21
S 3.039 1.723 -3.586 3.228 3.197 1.944 2.16
O 2.992 2.288 -4.914 -0.528 -1.139 0.019 -0.92
O 2.986 2.732 -2.531 -0.106 -1.838 -0.680 -0.90
C 4.789 0.895 -3.512 -2.530 1.426 -0.110 0.78
F 4.697 -0.046 -4.416 0.608 -1.377 -0.265 -0.31
F 5.656 1.801 -3.954 0.261 -0.260 0.836 -0.30
F 5.041 0.429 -2.294 0.479 0.199 -0.738 -0.29
C -4.093 3.471 1.223 0.179 -1.833 -0.604 0.82
F -4.380 2.357 0.503 0.066 1.006 1.117 -0.30
F -3.304 4.202 0.460 0.222 0.528 0.326 -0.30
F -5.216 4.125 1.496 0.739 -0.350 0.250 -0.29
S -3.114 2.982 2.882 -1.099 0.019 2.300 2.04
O -1.706 2.626 2.570 -1.789 0.848 -0.241 -0.96
O -3.282 4.101 3.781 0.062 -0.386 -1.092 -0.90
N -4.136 1.698 3.655 2.602 2.114 -2.487 -1.03
S -3.409 0.398 3.123 -0.967 -2.100 -1.291 2.14
O -3.667 -0.032 1.742 0.272 0.437 2.481 -0.88
O -1.990 0.380 3.492 0.841 -0.943 0.789 -1.05
C -4.295 -0.865 4.303 -0.034 0.562 -0.178 0.77
F -3.677 -2.043 4.285 -0.243 0.550 -0.028 -0.30
F -4.313 -0.409 5.589 -0.166 -0.463 -1.470 -0.32
F -5.559 -1.022 3.834 1.082 0.194 0.749 -0.31
C -3.481 2.415 -2.879 0.603 -0.540 -0.137 -0.39
Cl -5.257 2.417 -3.051 0.522 0.441 -0.005 -0.04
Cl -2.950 0.828 -2.303 -0.151 -0.047 0.011 -0.01
H -2.968 2.541 -3.833 -0.544 0.160 -0.066 0.22
H -3.090 3.160 -2.187 -0.613 -0.019 0.058 0.22
C -0.794 -4.616 2.477 0.850 -0.276 1.806 -0.38
Cl 1.023 -4.801 2.680 -1.417 -0.071 -0.638 -0.03
Cl -1.261 -2.940 2.298 -0.077 0.116 -0.516 -0.01
H -1.270 -5.268 1.744 0.608 0.256 -0.215 0.22
H -1.136 -4.874 3.479 -0.180 -0.237 -0.324 0.21
```
Forces are in eV/Å.

orbital gap (alpha / beta)	8.12 / 8.81	eV
net charge	-1
⟨S²⟩	12.005
LUMO (alpha / beta)	0.2928 / 0.4803	eV
spin multiplicity	7